ORCA calculation (ωB97M-V/def2-TZVPD) on a 12-piece molecular cluster, C43H105N5O19 overall at a distorted geometry.

Computed properties:
E_tot	-3404.46559	Ha
M	996.33	g mol⁻¹
relative energy (zero: lowest compared OMol25 entry of this formula, charge and spin)	0.0	kJ/mol
strongest force on any atom	2.5	eV/A
SMILES	CNC(C)=O.CNC(C)=O.CNC(C)=O.CNC(C)=O.CNC(C)=O.COCCOC.COCCOC.COCCOC.COCCOC.COCCOC.COCCOC.COCCOC

Last column: Mulliken charge in e.
Atoms and positions in Å:
C -2.55711 0.45391 2.64061  -1.19
N -1.52525 -0.48303 2.26139  0.83
C -1.67414 -1.60369 1.54787  0.71
C -0.44519 -2.48832 1.40212  1.13
O -2.72724 -1.97151 1.02494  -0.78
H -2.40498 0.72082 3.68731  0.39
H -3.56818 0.08854 2.48755  0.51
H -2.40465 1.34033 2.01465  0.23
H -0.57248 -0.29849 2.59349  -0.56
H 0.41953 -2.05790 1.90499  -0.63
H -0.19893 -2.59311 0.34348  -1.20
H -0.67792 -3.49132 1.74989  0.56
C 1.56377 -0.06593 -0.53865  0.20
N 0.25572 -0.33288 -1.14625  1.59
C -0.81772 0.46723 -1.02821  -0.16
C -2.18114 -0.09110 -1.31451  0.00
O -0.70987 1.65045 -0.69689  -0.14
H 1.47069 -0.33356 0.51914  -0.39
H 2.00825 0.91548 -0.66648  0.16
H 2.25671 -0.83975 -0.87620  -0.44
H 0.14943 -1.22467 -1.60628  -0.53
H -2.24262 -1.08994 -0.87756  -0.48
H -2.39960 -0.12021 -2.37942  0.17
H -2.85339 0.50748 -0.70277  -0.08
C 2.34799 1.98028 -3.87041  -0.44
N 1.83041 2.62455 -2.68692  0.73
C 2.29541 3.77921 -2.14890  0.57
C 1.39482 4.48593 -1.16704  -0.58
O 3.33562 4.25414 -2.59821  -0.74
H 3.20734 1.34692 -3.63862  -0.35
H 2.58944 2.77511 -4.57639  0.49
H 1.61019 1.31452 -4.31464  -0.02
H 0.94588 2.25734 -2.35584  -0.25
H 1.87512 5.34391 -0.70932  0.43
H 0.98058 3.79103 -0.43700  0.02
H 0.58093 4.83956 -1.80444  0.08
C -0.64217 2.54999 -5.73126  -0.85
N -1.62052 2.87001 -4.70036  -0.08
C -2.76285 2.15568 -4.61254  0.77
C -3.74483 2.64026 -3.57001  -0.92
O -2.98078 1.15344 -5.27587  -0.68
H -1.08406 2.64196 -6.72460  0.35
H -0.33402 1.51421 -5.60665  0.11
H 0.19822 3.23814 -5.69544  0.35
H -1.57512 3.72026 -4.16838  0.22
H -3.81254 3.73127 -3.57776  0.47
H -3.42423 2.27892 -2.59332  -0.04
H -4.75324 2.31426 -3.81160  0.36
C -7.87913 -5.07844 -2.65653  -0.87
N -6.55653 -4.94009 -2.03299  -0.21
C -6.02558 -3.73925 -1.73784  0.38
C -4.54865 -3.73453 -1.38638  -0.27
O -6.67099 -2.70629 -1.72507  -0.64
H -8.64088 -4.67989 -1.99378  0.26
H -8.00948 -6.14092 -2.85699  0.34
H -7.89812 -4.60707 -3.63894  0.29
H -6.03584 -5.79527 -1.98997  0.26
H -3.91006 -3.51016 -2.24262  0.17
H -4.20293 -4.70056 -1.01550  0.40
H -4.34410 -2.91954 -0.69417  -0.06
C 1.01511 -3.09388 5.04917  -0.47
O 0.60547 -1.78611 4.72386  -0.33
C 1.62397 -0.80808 4.83827  0.65
C 1.16349 0.51153 4.31427  -1.22
O 1.05151 0.59823 2.89134  0.15
C 0.87415 1.95404 2.48751  -1.00
H 1.97220 -3.30346 4.55922  0.06
H 0.17376 -3.72982 4.79101  0.27
H 1.24477 -3.21169 6.11801  0.32
H 2.55722 -1.11892 4.35458  -0.77
H 1.77132 -0.70246 5.91964  0.64
H 1.91048 1.26360 4.59265  0.56
H 0.18917 0.75513 4.75505  0.20
H 0.00318 2.42911 2.93926  0.45
H 0.80280 1.93262 1.40278  -0.08
H 1.74440 2.57027 2.73052  0.50
C -0.71803 -2.00344 -4.16339  -0.35
O -1.24983 -2.46090 -2.94268  0.14
C -1.27639 -3.85936 -2.73669  -0.86
C 0.12677 -4.37298 -2.46159  0.22
O 0.03716 -5.77705 -2.36991  -0.43
C 1.26842 -6.38037 -2.06336  -0.48
H -1.07096 -2.56171 -5.03802  0.50
H 0.37410 -2.02444 -4.09937  0.05
H -1.04724 -0.99242 -4.41479  -0.17
H -1.66842 -4.40170 -3.60269  0.50
H -1.90436 -4.06900 -1.87527  0.11
H 0.48716 -3.97650 -1.50441  -0.13
H 0.77673 -4.05077 -3.28321  0.25
H 1.89380 -5.83972 -1.34619  0.00
H 1.86184 -6.50291 -2.97943  0.32
H 1.10980 -7.38201 -1.66399  0.30
C 6.80609 -2.24800 5.77822  -0.80
O 6.53934 -1.25221 4.82649  -0.34
C 5.43776 -0.45408 5.25605  -0.52
C 5.05436 0.51375 4.17921  -0.75
O 4.66391 -0.29765 3.09142  0.18
C 4.39606 0.48011 1.94108  -0.17
H 7.60622 -2.91659 5.45976  0.26
H 5.95409 -2.92837 5.90308  0.29
H 7.07528 -1.74331 6.71275  0.34
H 5.73550 -0.01723 6.21731  0.54
H 4.54525 -1.04549 5.50232  0.25
H 5.89332 1.15052 3.88352  0.52
H 4.17680 1.07636 4.52562  0.16
H 4.05581 -0.15780 1.12402  -0.50
H 5.24863 1.03500 1.55028  0.49
H 3.51876 1.11156 2.12513  0.11
C 3.12837 -2.25179 -3.13654  -0.43
O 4.23389 -2.14956 -2.28582  -0.06
C 5.45764 -1.70543 -2.88435  -0.54
C 6.31337 -1.23739 -1.70754  -0.88
O 5.66375 -0.31628 -0.88177  -0.05
C 5.39912 0.96790 -1.37381  -0.37
H 3.15779 -3.06922 -3.86776  0.44
H 2.93393 -1.35165 -3.73186  0.33
H 2.28988 -2.43929 -2.46558  -0.29
H 5.29944 -0.88033 -3.58242  0.39
H 5.84768 -2.61848 -3.33871  0.37
H 7.25598 -0.79851 -2.05908  0.45
H 6.63595 -2.11525 -1.14896  0.31
H 4.73141 1.02774 -2.23932  -0.12
H 6.32740 1.46120 -1.69020  0.45
H 4.96757 1.60480 -0.60444  0.16
C -7.93858 5.08186 2.51132  -0.74
O -7.73874 3.71696 2.23348  -0.33
C -6.40820 3.33947 2.46422  -0.52
C -6.08076 1.95872 1.92661  0.02
O -5.96345 1.90130 0.52855  -0.30
C -5.84986 0.61526 -0.01099  -0.59
H -7.57712 5.40113 3.49404  0.32
H -9.01387 5.24525 2.44776  0.28
H -7.48624 5.77018 1.78841  0.26
H -6.23248 3.25268 3.54795  0.35
H -5.60812 4.03202 2.17508  0.22
H -6.79458 1.22664 2.32287  0.38
H -5.10010 1.65805 2.32143  -0.12
H -6.66654 -0.06970 0.24214  0.45
H -4.98653 0.06476 0.39490  0.06
H -5.71405 0.65619 -1.08774  0.29
C 4.84633 -3.63266 3.08801  -0.20
O 4.86011 -4.53213 2.00292  -0.52
C 4.56821 -3.95135 0.73284  -0.80
C 3.14039 -3.50603 0.54197  1.80
O 2.08742 -4.41143 0.33907  0.20
C 1.85258 -5.23446 1.46374  -0.85
H 4.90080 -4.17189 4.03346  0.25
H 3.98482 -2.96160 3.15340  -0.09
H 5.74023 -3.00604 3.00095  0.31
H 4.78601 -4.72135 -0.01491  0.34
H 5.31097 -3.16203 0.57484  0.31
H 3.12585 -2.78401 -0.28150  -0.90
H 2.90515 -2.85605 1.40245  -0.53
H 2.69892 -5.36843 2.14124  0.29
H 1.61841 -6.26070 1.17706  0.27
H 1.06735 -4.81910 2.09661  0.12
C -2.29233 4.78152 -0.43545  -0.12
O -2.97296 5.51833 0.54565  -0.36
C -3.59888 6.74228 0.22959  -0.52
C -2.61512 7.90056 0.14581  -0.57
O -1.89386 7.91298 -1.09239  -0.28
C -0.91583 8.93305 -1.11364  -0.79
H -2.99990 4.33252 -1.14416  0.22
H -1.77879 3.96313 0.06630  -0.10
H -1.58282 5.41375 -0.97944  0.17
H -4.17347 6.96014 1.13149  0.29
H -4.26460 6.67788 -0.63392  0.38
H -1.93398 7.85538 0.99648  0.33
H -3.25670 8.78702 0.06776  0.39
H -1.29449 9.91530 -0.81169  0.33
H -0.69117 9.01951 -2.17892  0.25
H -0.02241 8.66746 -0.54397  0.29

Force components x, y, z for each atom (eV/Å):
0.52 0.49 -0.47
0.80 -0.43 0.37
-0.55 -1.04 -0.39
0.08 0.58 -0.26
0.00 0.29 0.41
-0.18 0.05 0.00
0.17 -0.36 -0.05
-0.38 0.20 0.21
-0.61 0.03 -0.17
0.11 -0.25 0.18
-0.11 0.07 0.01
-0.02 0.07 0.24
-0.32 -1.36 0.62
0.86 0.00 -0.39
-0.30 0.84 -0.28
0.38 -0.60 0.77
0.52 0.12 0.31
0.10 0.62 0.21
-0.34 0.13 -0.23
0.08 0.32 -0.46
-0.37 -0.05 0.16
-0.11 -0.01 -0.55
-0.21 0.12 0.03
-0.27 0.23 -0.52
0.34 0.32 0.08
-1.57 -0.84 0.68
1.06 0.21 -1.27
-0.13 -0.41 -0.42
-0.17 0.15 0.57
0.23 0.28 -0.18
0.40 -0.31 -0.20
-0.26 0.19 0.18
0.07 0.22 0.28
0.19 -0.13 0.01
-0.09 0.08 0.04
-0.20 0.13 0.31
-0.40 0.15 -0.01
0.27 0.08 -0.32
-0.73 -0.47 0.33
-0.16 0.51 -0.32
0.37 0.10 -0.14
-0.09 -0.07 0.00
0.22 0.03 -0.06
0.07 -0.11 0.28
0.21 0.07 -0.09
0.29 0.02 0.28
-0.17 0.08 0.08
0.14 -0.44 0.08
0.79 -0.16 0.11
-1.04 -0.67 -0.73
0.99 0.57 0.47
0.13 0.05 -0.07
-0.31 -0.11 -0.33
-0.20 -0.02 -0.19
-0.30 -0.02 0.29
-0.12 0.38 0.15
0.49 0.27 0.10
-0.43 0.01 -0.34
-0.04 0.08 0.27
-0.07 -0.26 0.30
0.44 0.57 0.41
-0.22 0.35 -0.64
-0.37 -0.77 0.42
-0.04 0.67 -0.38
0.15 -0.09 0.50
0.38 -0.20 -0.45
-0.29 -0.48 -0.45
0.32 -0.32 -0.19
-0.29 0.16 0.11
-0.04 -0.09 -0.08
0.54 0.36 0.03
-0.14 0.03 0.40
0.08 0.13 0.13
-0.24 -0.16 -0.01
-0.37 0.08 -0.04
0.16 -0.11 0.25
0.20 -0.12 -0.53
-0.63 0.42 0.21
0.69 -0.17 -0.18
-0.43 -0.17 0.16
-0.05 0.10 0.26
0.80 -0.51 -0.38
0.15 -0.49 0.22
0.05 0.06 -0.40
-0.07 0.15 0.70
-0.16 0.14 -0.10
-0.08 0.18 0.02
0.17 0.16 -0.14
0.24 -0.18 0.05
-0.40 0.23 -0.03
0.03 0.04 -0.03
-0.32 0.03 -0.02
0.01 -0.22 0.12
-0.62 0.01 -0.33
0.67 -0.46 0.62
-0.03 -0.65 -0.08
0.11 0.26 -0.63
-1.07 -0.34 -0.34
0.27 0.48 -0.22
-0.22 0.30 0.29
-0.03 -0.44 0.25
-0.14 0.60 -0.14
0.15 -0.40 -0.24
-0.11 0.21 0.14
0.28 0.42 0.00
0.30 -0.42 0.17
0.18 0.14 0.39
0.29 0.46 0.12
-0.39 -0.08 -0.13
0.11 0.50 -0.21
-0.69 -0.51 1.07
0.66 0.21 -0.92
-0.58 -0.40 0.98
0.65 0.57 -0.82
0.36 -0.22 0.16
0.10 0.26 0.25
-0.20 0.02 -0.21
-0.15 -0.18 -0.26
0.67 0.46 -0.49
-0.01 0.06 -0.36
-0.43 0.13 0.52
-0.13 -0.41 0.07
0.09 -0.02 0.01
-0.06 -0.34 0.25
-0.64 0.38 -0.18
0.62 0.47 -0.30
0.89 -0.96 0.67
0.41 -0.42 0.02
-0.63 0.76 -0.41
0.55 -1.15 0.58
-0.02 -0.31 0.19
-0.01 0.04 0.18
0.26 -0.32 -0.23
-0.21 -0.04 0.16
-0.51 0.39 -0.71
-0.25 0.01 -0.23
-0.04 0.18 0.38
-0.47 0.41 -0.18
0.29 0.28 0.00
-0.21 0.26 -0.02
0.78 0.57 -0.12
-0.72 -0.66 0.05
0.43 -1.13 0.00
-0.12 2.41 0.51
0.81 -0.66 0.12
0.03 -0.54 0.94
0.02 -0.34 -0.19
-0.11 -0.11 -0.27
-0.12 0.25 0.25
0.10 -0.11 0.17
-0.50 0.48 -0.20
0.05 -0.43 -0.19
-0.20 -0.14 0.10
0.36 0.37 -0.38
-0.40 0.19 -0.40
-0.33 -0.01 -0.18
-0.16 0.15 -0.55
-0.24 -0.14 0.81
1.01 -0.20 0.49
-0.75 -0.10 -1.58
0.03 -0.27 0.79
-0.25 -0.16 -1.07
0.03 0.06 -0.06
0.06 0.07 -0.02
0.02 -0.15 0.01
-0.37 0.01 -0.15
0.07 0.01 -0.16
-0.06 0.29 0.13
0.24 0.33 0.86
-0.14 -0.12 0.31
0.49 0.11 0.15
-0.01 0.04 0.08